Formula: C44H62BBr2HfN13O
Source: the Open Molecules 2025 dataset
Level of theory: ωB97M-V/def2-TZVPD

XYZ file:
```
124
Properties=species:S:1:pos:R:3:forces:R:3
Hf -0.29778 -0.16317 0.38251 -0.349 -0.804 0.839
C 0.77218 4.71867 1.15664 0.109 -0.128 0.129
C 1.08370 3.45558 1.96669 -0.470 0.023 -0.003
C -0.15944 2.93011 2.66646 0.278 0.108 -0.034
C 1.74087 2.42154 1.10329 0.442 0.248 0.074
C 2.89342 2.68926 0.37184 -0.262 -0.278 0.103
C 3.28705 1.47367 -0.13704 -0.388 0.203 0.134
N 2.41452 0.54007 0.24000 0.590 0.107 0.031
N 1.43554 1.09893 1.02024 0.179 0.370 0.402
B 2.86468 -0.94919 0.05727 -0.143 -0.087 -0.365
N 3.01015 -1.31255 -1.40053 0.523 -0.051 -0.397
C 4.18566 -1.42156 -2.06588 -0.069 -0.006 -0.050
C 3.91717 -1.78577 -3.35724 0.046 0.123 0.092
C 2.51701 -1.89034 -3.41800 0.096 -0.017 0.435
N 1.98933 -1.60667 -2.23176 0.001 -0.196 -0.167
C 1.72363 -2.26885 -4.62897 0.051 0.026 -0.153
C 1.83388 -1.19131 -5.71350 -0.255 -0.136 0.163
C 2.21838 -3.60648 -5.18107 -0.255 0.110 0.115
N 1.96195 -1.96916 0.78283 0.738 -0.161 0.460
C 2.59663 -2.99843 1.36211 -0.409 0.000 0.123
C 1.68838 -3.98802 1.62067 -0.202 0.409 -0.296
C 0.46597 -3.51257 1.14000 0.257 -0.340 0.265
N 0.62689 -2.25823 0.64236 -0.174 0.241 -0.176
C -0.68077 -4.48570 1.11941 -0.420 0.033 -0.208
C -2.09524 -3.93894 1.17261 0.253 -0.082 0.098
C -0.48303 -5.39741 -0.10154 0.014 -0.032 0.223
H 0.28935 5.45927 1.78819 -0.054 0.083 0.072
H 1.68220 5.16117 0.76639 0.080 0.105 -0.115
H 0.11566 4.49546 0.31804 -0.104 -0.042 -0.095
H 1.82469 3.72701 2.73255 -0.101 -0.093 -0.120
H -0.89013 2.60931 1.92802 -0.091 0.016 0.109
H 0.10546 2.09081 3.29741 -0.063 -0.113 0.104
H -0.58705 3.71508 3.28693 -0.130 0.012 0.048
H 3.38468 3.63174 0.25592 0.127 0.212 0.015
H 4.15351 1.22500 -0.71460 0.160 -0.159 -0.127
H 3.93241 -1.01770 0.57511 0.175 -0.139 0.098
H 5.12372 -1.25702 -1.57566 0.213 0.056 0.173
H 4.62008 -1.95706 -4.14456 0.224 -0.054 -0.170
H 0.67423 -2.36739 -4.34518 0.019 -0.041 0.025
H 2.87449 -1.00331 -5.96191 0.147 0.045 -0.053
H 1.32272 -1.52199 -6.61420 -0.035 -0.010 -0.140
H 1.38815 -0.25391 -5.38839 0.006 0.089 -0.039
H 3.23968 -3.51143 -5.53409 0.195 -0.037 -0.059
H 2.18701 -4.37797 -4.41699 0.025 -0.144 0.059
H 1.60071 -3.91597 -6.01960 -0.045 -0.083 -0.112
H 3.64966 -2.98148 1.55243 0.236 0.170 -0.061
H 1.87171 -4.94443 2.06237 0.014 -0.242 0.096
H -0.54464 -5.11157 2.00960 0.055 0.139 -0.081
H -2.34626 -3.38316 0.27685 -0.063 0.069 -0.089
H -2.79643 -4.76552 1.25243 -0.069 -0.081 -0.021
H -2.23316 -3.30477 2.04234 -0.092 0.081 0.036
H -0.48924 -4.82624 -1.02396 -0.033 0.086 -0.174
H 0.46622 -5.92135 -0.03718 0.085 -0.071 -0.063
H -1.28042 -6.13375 -0.13828 -0.090 -0.102 -0.047
C 0.96287 -1.26596 3.63932 0.190 -0.354 -0.179
N 0.08738 -0.24157 4.15016 -0.577 -0.006 -0.166
C 0.65878 0.55327 5.22150 0.084 0.198 0.159
C -1.17712 -0.07075 3.69812 0.668 0.295 0.733
N -1.45766 -0.35770 2.41114 -0.043 0.283 -0.684
C -2.75693 -0.85511 2.08926 -0.768 -0.291 -0.090
C -3.62008 -1.36095 3.06975 -0.023 -0.088 -0.200
C -4.86480 -1.88178 2.77239 0.076 0.018 -0.040
C -5.26793 -1.98483 1.45541 0.123 -0.002 -0.087
C -4.39937 -1.58915 0.45973 0.132 0.058 0.205
C -3.16275 -0.99644 0.73609 -0.670 -0.292 0.640
N -2.25937 -0.71572 -0.30587 0.106 0.035 0.421
C -2.62737 -0.64565 -1.60511 -0.185 -0.149 -0.987
N -3.79141 -0.14297 -2.07027 0.610 -0.114 0.257
C -4.38514 -0.58070 -3.31895 -0.156 -0.192 -0.315
C -4.62933 0.77146 -1.33836 -0.056 0.284 0.207
N -1.76294 -1.14459 -2.50767 -0.470 0.216 0.471
C -1.45545 -0.51078 -3.77411 0.017 0.126 -0.230
C -0.91176 -2.26533 -2.16055 0.237 -0.303 0.045
N -2.03682 0.39923 4.64469 0.250 -0.110 -0.331
C -3.09377 1.35809 4.41084 -0.104 0.184 -0.282
C -2.02830 -0.15163 5.99210 0.028 -0.135 0.214
H 1.50613 -1.71384 4.47548 -0.057 0.026 -0.047
H 1.69749 -0.85916 2.93931 -0.071 -0.035 0.112
H 0.36597 -2.04461 3.16213 0.198 0.131 0.026
H 1.64929 0.89201 4.91106 -0.010 -0.014 -0.029
H 0.77482 -0.02372 6.13934 -0.011 -0.056 0.016
H 0.04298 1.42324 5.42845 0.008 0.004 -0.019
H -3.29968 -1.40265 4.09550 0.027 0.070 0.088
H -5.49930 -2.23937 3.56466 -0.081 -0.063 0.168
H -6.22247 -2.41266 1.19735 -0.116 -0.084 -0.018
H -4.66288 -1.78567 -0.56554 -0.064 0.012 -0.140
H -3.84255 -1.42121 -3.73901 0.014 0.035 0.001
H -4.43347 0.23069 -4.04751 0.082 -0.019 -0.002
H -5.40905 -0.90061 -3.11385 -0.002 -0.002 -0.001
H -4.20977 0.94800 -0.36002 -0.085 0.042 -0.018
H -5.63018 0.35299 -1.22086 -0.001 -0.037 0.033
H -4.71296 1.71364 -1.88528 0.016 0.010 0.021
H -1.66068 -1.16951 -4.61983 -0.064 -0.032 0.014
H -0.38873 -0.27700 -3.78171 0.017 0.002 0.011
H -2.01436 0.41314 -3.89259 -0.032 0.033 0.015
H -1.26147 -2.70369 -1.22797 0.050 -0.032 -0.219
H 0.15153 -1.97005 -2.08212 -0.515 -0.168 -0.022
H -1.00574 -3.01310 -2.95273 0.014 -0.052 0.022
H -2.69865 2.20276 3.85495 -0.075 0.008 -0.006
H -3.43178 1.72717 5.37608 0.017 -0.010 0.020
H -3.95298 0.92822 3.88753 0.028 0.036 0.021
H -1.39013 -1.02995 6.04810 0.014 0.024 0.009
H -3.04734 -0.45375 6.24665 0.034 -0.012 -0.002
H -1.70071 0.58613 6.72619 0.004 -0.039 0.027
C -3.45454 2.42015 1.39390 0.138 -0.064 -0.071
C -2.69502 2.79303 0.16331 0.066 -0.201 0.205
C -3.13176 3.95594 -0.49658 0.283 0.104 -0.342
C -2.44665 4.42814 -1.57512 -0.179 -0.191 0.353
C -1.30991 3.72655 -2.01329 0.143 -0.239 -0.011
C -0.48956 4.18438 -3.06701 0.222 0.056 -0.240
Br -0.91787 5.78562 -3.99709 0.148 -0.301 0.161
C 0.63494 3.48466 -3.41610 -0.411 0.456 -0.021
C 0.92022 2.26674 -2.80003 0.007 -0.726 0.562
Br 2.51034 1.39353 -3.31695 -0.239 0.190 -0.063
C 0.09804 1.70519 -1.82058 0.216 1.687 -1.413
O 0.27124 0.48358 -1.35749 -0.426 -0.208 0.298
C -0.98277 2.50931 -1.34884 0.210 0.195 -0.515
N -1.66334 2.06438 -0.24628 0.177 0.157 0.079
H -3.37264 3.23546 2.11202 0.063 -0.023 0.109
H -3.08368 1.49525 1.81951 -0.063 0.079 0.010
H -4.51864 2.32171 1.17793 -0.032 -0.041 -0.024
H -3.99502 4.47451 -0.11469 -0.143 0.063 0.056
H -2.75456 5.32496 -2.08791 -0.004 0.111 -0.021
H 1.29515 3.85604 -4.18384 0.049 0.017 -0.059
```
Forces are in eV/Å.

Output
Total charge = +2
F_max = 2.2 eV/Å
DFT total energy = -210115.0387 eV



Formula: C2H4FIO
Source: the Open Molecules 2025 dataset
Level of theory: ωB97M-V/def2-TZVPD

XYZ file:
```
9
Properties=species:S:1:pos:R:3:forces:R:3
C -0.14722 0.45315 -0.73030 -2.655 0.330 -1.240
O -1.23374 -0.24799 -0.01150 1.523 -0.489 -1.604
C -1.08226 -1.57198 -0.23945 -1.354 -0.628 1.430
F -1.54381 -2.22299 0.90186 0.334 0.331 -1.227
I -2.31983 -2.38020 -1.96920 0.696 0.484 0.808
H -0.37303 1.44769 -0.42302 0.287 0.956 -0.283
H -0.17873 0.33437 -1.86682 -0.395 0.070 1.531
H 0.79889 0.17107 -0.40070 1.548 -0.725 0.859
H -0.04798 -1.85333 -0.40284 0.015 -0.329 -0.274
```
Forces are in eV/Å.

Output
Relative energy (zero: lowest compared OMol25 entry of this formula, charge and spin) = 0.302 eV
Structure (SMILES) = CO[C@@H](F)I
F_max = 2.9 eV/Å
DFT total energy = -15003.4623 eV



Formula: C3H11NO3
Source: the Open Molecules 2025 dataset
Level of theory: ωB97M-V/def2-TZVPD

XYZ file:
```
18
Properties=species:S:1:pos:R:3:forces:R:3
C -2.55925 -1.83278 0.73151 -0.979 0.748 -0.994
C -1.49858 -1.47008 -0.35360 -0.959 0.491 1.544
N -0.16712 -1.27334 0.18731 0.539 0.063 -0.048
C 0.70760 -0.39284 -0.39830 -0.917 -1.091 -0.325
O 1.62875 0.16811 0.12610 0.708 0.375 0.529
H -3.37564 -2.21245 0.12848 -0.220 -0.772 -0.053
H -2.34215 -2.55392 1.50970 0.416 -0.092 -0.013
H -3.10694 -0.96011 1.13259 1.093 -0.045 0.341
H -1.83355 -0.46903 -0.62591 -0.152 -0.298 -0.964
H -1.57496 -2.22650 -1.13493 0.388 0.276 -0.179
H -0.04803 -1.51907 1.15711 0.262 0.254 0.069
H 0.51349 -0.30382 -1.48424 -0.210 0.210 0.070
O -2.37065 1.79748 1.10229 -0.676 0.011 -0.238
H -2.80255 2.52438 0.61666 0.681 -0.405 0.358
H -1.42439 1.94956 1.14199 0.042 0.342 -0.153
O 4.32702 2.13870 -1.27246 -0.032 -0.574 -0.903
H 4.22046 1.49691 -2.00066 0.402 0.407 0.433
H 3.43130 2.16207 -0.94045 -0.385 0.097 0.526
```
Forces are in eV/Å.

Output
Relative energy (zero: lowest compared OMol25 entry of this formula, charge and spin) = 1.373 eV
Structure (SMILES) = CCNC=O.O.O
F_max = 1.9 eV/Å
DFT total energy = -10921.6326 eV



Formula: C5H9N2S
Source: the Open Molecules 2025 dataset
Level of theory: ωB97M-V/def2-TZVPD

XYZ file:
```
17
Properties=species:S:1:pos:R:3:forces:R:3
C 1.07514 1.15804 0.90701 -3.608 2.382 2.135
C 2.32950 -0.39448 -0.29116 -0.569 -0.186 0.357
C 0.29077 -1.25052 0.52877 -2.160 -0.506 1.705
C -2.85147 -0.34306 0.66611 -1.535 1.266 3.088
C -0.66169 0.82947 -1.26563 -2.465 1.611 0.626
N 2.08926 0.71617 0.42461 4.327 -0.980 -2.471
N 1.46947 -1.40166 -0.06502 1.440 -2.075 -0.816
S -0.54453 0.31889 0.52986 1.834 -0.893 -1.568
H 0.94900 2.05522 1.58964 0.509 -1.399 -0.583
H 3.20376 -0.62711 -0.90553 -0.263 0.644 0.491
H -0.10268 -2.07032 1.20352 0.321 1.204 -1.192
H -3.51628 0.18864 0.06542 -0.568 0.065 -2.844
H -3.22865 0.06009 1.66236 1.553 -1.602 -0.215
H -0.64833 1.93887 -1.28077 0.832 -0.365 0.450
H 0.08211 0.45732 -1.96295 -0.205 -0.443 0.216
H -1.77279 0.77614 -1.52610 1.648 -1.123 -0.020
H 1.83741 -2.41172 -0.28016 -1.092 2.400 0.640
```
Forces are in eV/Å.

Output
Total charge = +1
Relative energy (zero: lowest compared OMol25 entry of this formula, charge and spin) = 5.019 eV
F_max = 5.1 eV/Å
DFT total energy = -19131.1400 eV
Spin multiplicity = 3



Formula: C4H7NO2
Source: the Open Molecules 2025 dataset
Level of theory: ωB97M-V/def2-TZVPD

XYZ file:
```
14
Properties=species:S:1:pos:R:3:forces:R:3
O 2.65739 1.37822 -0.18396 -0.198 -0.416 0.026
C 2.11566 0.29058 -0.27409 -0.021 0.246 0.019
N 0.80752 0.06495 -0.04238 0.309 0.106 0.031
C -0.00918 -1.14232 0.02682 -0.006 -0.193 -0.191
C -1.24156 -0.22386 0.14537 0.038 -0.118 0.390
O -1.84394 -0.10510 -1.11925 -0.206 0.130 0.020
C -0.24690 0.91823 0.49214 -0.079 0.217 -0.148
H 2.64600 -0.63106 -0.58626 -0.017 0.129 0.014
H 0.18343 -1.71248 0.93863 -0.048 -0.068 -0.003
H 0.01509 -1.80362 -0.84533 -0.033 0.204 0.087
H -1.97077 -0.48545 0.92131 0.126 0.041 -0.122
H -2.59344 0.49870 -1.04503 0.133 -0.070 -0.076
H -0.13226 1.06551 1.57049 -0.035 0.051 -0.020
H -0.38704 1.88769 0.00154 0.038 -0.260 -0.028
```
Forces are in eV/Å.

Output
Relative energy (zero: lowest compared OMol25 entry of this formula, charge and spin) = 1.736 eV
Structure (SMILES) = O=CN1CC(O)C1
F_max = 0.5 eV/Å
DFT total energy = -9845.5438 eV